Formula: C41H89BBrClN9O10S
Source: OMol25
Level of theory: wB97M-V/def2-TZVPD

Results
Kohn-Sham gap = 8.3027 eV
Total energy = -171901.547 eV
Total charge = +1
Strongest force on any atom = 7.086 eV/A

Last column: Mulliken charge in e.
Cartesian coordinates (Å):
C1 1.23592 -1.27735 2.17492  -0.87
C2 0.65696 -1.51132 1.02882  -1.14
C3 -0.00596 -1.68679 -0.40844  1.21
N1 -1.45807 -1.22407 -0.24587  0.31
C4 -2.20488 -1.46014 -1.52380  -1.15
C5 -3.76764 -1.13103 -1.24140  -1.27
C6 -4.56146 -2.54784 -1.03652  0.11
C7 -6.15026 -2.18045 -0.98970  -1.04
Cl1 -4.11993 -3.40903 0.52469  -0.18
C8 -1.57909 -0.64139 -2.81560  0.41
C9 -1.94422 0.89556 -2.59619  -0.76
C10 -1.23652 2.00747 -3.49156  -0.40
C11 0.36097 2.08539 -3.46884  -0.34
Br1 0.86850 3.50839 -4.81928  -0.15
C12 -2.42898 -1.16735 -4.06392  -0.79
C13 -1.74962 -0.54309 -5.53718  0.48
C14 -2.88262 0.22245 -6.54942  -1.30
O1 -2.19292 -1.23371 -6.80535  -0.47
N2 -0.10977 -0.99442 -2.81362  1.63
C15 0.12311 -2.33502 -3.37639  0.08
C16 1.47156 -3.12937 -3.04150  0.62
C17 2.71617 -2.69535 -3.97459  -0.55
C18 2.60420 -3.07940 -5.52159  -0.61
S1 2.94421 -4.88214 -5.91909  -0.11
C19 1.35151 -5.68682 -5.34771  0.45
N3 0.09825 -5.18222 -5.85836  -0.15
N4 -0.81410 -5.96684 -5.18452  -0.39
C20 -0.16220 -6.88798 -4.27730  0.01
O2 1.28580 -6.72638 -4.38813  -0.22
C21 0.56539 -0.65207 -1.54729  -1.59
O3 2.00090 -0.51956 -1.57901  0.00
B1 2.50074 0.71156 -1.01871  0.40
O4 3.24951 1.57519 -1.93508  -0.73
O5 2.36033 1.13184 0.35767  -0.54
H1 1.78491 -1.27002 3.18223  0.48
H2 0.08508 -2.79022 -0.68963  0.37
H3 -1.83837 -1.81736 0.53469  0.63
H4 -1.48173 -0.24975 0.11070  0.65
H5 -2.18013 -2.61239 -1.69417  0.49
H6 -3.89270 -0.45738 -0.31290  0.48
H7 -4.31036 -0.61180 -2.10792  0.38
H8 -4.43501 -3.22961 -1.97130  0.37
H9 -6.55800 -2.12160 -2.07896  0.30
H10 -6.77527 -2.96942 -0.44082  0.36
H11 -6.26724 -1.12077 -0.53800  0.29
H12 -3.08973 1.06049 -2.73648  0.29
H13 -1.75083 1.17374 -1.48408  0.11
H14 -1.61293 3.04456 -3.08244  0.42
H15 -1.55792 2.02667 -4.61210  -0.10
H16 0.68338 2.52065 -2.46048  0.37
H17 0.92422 1.15212 -3.80620  0.01
H18 -3.43275 -0.61310 -4.08384  0.71
H19 -2.49791 -2.29994 -4.19947  0.45
H20 -0.63624 -0.06115 -5.47562  0.51
H21 -2.11687 1.12427 -6.56928  0.20
H22 -2.94103 0.21285 -7.68568  0.43
H23 -0.73034 -3.11611 -3.20466  -0.08
H24 0.13980 -2.21885 -4.54002  -0.20
H25 1.85865 -3.01182 -1.94634  -0.03
H26 1.23431 -4.27070 -3.08806  -0.49
H27 3.70985 -3.02484 -3.46342  0.47
H28 2.74701 -1.52962 -3.92896  0.01
H29 3.43537 -2.48701 -6.07792  0.42
H30 1.59942 -2.81128 -5.99271  0.20
H31 -0.63160 -7.63865 -3.55857  0.34
H32 0.22884 0.38139 -1.11298  0.51
H33 3.46930 1.03474 -2.74449  0.26
H34 3.28212 1.21680 0.72444  0.27
C22 3.58583 -6.61442 2.60849  -1.52
C23 2.74177 -5.37258 2.88307  0.41
C24 1.39002 -5.36193 2.14762  -0.49
O6 1.47818 -5.05083 0.76231  0.04
C25 1.84669 -6.14102 -0.06832  -0.48
N5 3.53083 -4.17812 2.55822  -0.65
H35 4.07138 -6.58505 1.63105  0.31
H36 4.38177 -6.70454 3.35478  0.38
H37 2.97766 -7.52185 2.66124  0.34
H38 2.52673 -5.36305 3.95710  0.26
H39 0.77679 -4.56657 2.58670  0.01
H40 0.83788 -6.29689 2.30120  0.45
H41 1.44170 -7.09086 0.29209  0.36
H42 2.93326 -6.19607 -0.15348  0.28
H43 1.44967 -5.95295 -1.06919  -0.19
H44 2.99871 -3.35507 2.83519  0.09
H45 3.57040 -4.10721 1.54000  0.38
C26 -1.66310 -3.99397 7.72540  -1.38
C27 -0.56606 -5.04988 7.61569  0.17
C28 0.03467 -5.17194 6.19865  -0.49
O7 -0.79308 -5.86159 5.26443  -0.41
C29 -1.82152 -5.06766 4.69589  -0.72
N6 -1.09372 -6.33560 8.09003  -0.72
H46 -2.61334 -4.32990 7.30577  0.28
H47 -1.84987 -3.74903 8.77596  0.35
H48 -1.37164 -3.07055 7.21640  0.33
H49 0.24345 -4.74339 8.28696  0.44
H50 0.95110 -5.76823 6.27293  0.31
H51 0.33436 -4.19364 5.80163  0.36
H52 -1.51065 -4.02847 4.55088  0.28
H53 -2.71776 -5.11564 5.31678  0.31
H54 -2.07650 -5.49137 3.72136  0.26
H55 -0.33323 -7.01363 8.10835  0.29
H56 -1.71723 -6.69411 7.36483  0.33
C30 -5.73748 5.88859 -0.29461  -1.76
C31 -4.23918 5.85396 -0.00370  0.99
C32 -3.36114 5.95205 -1.26965  -0.86
O8 -3.29262 4.74920 -2.03288  -0.13
C33 -4.40336 4.53576 -2.89035  -0.76
N7 -3.93200 4.64447 0.77217  -0.67
H57 -6.11286 4.93855 -0.67987  0.29
H58 -6.29698 6.10180 0.62207  0.41
H59 -5.97873 6.67104 -1.01970  0.35
H60 -4.01243 6.72699 0.61812  0.13
H61 -2.33269 6.15454 -0.95010  0.15
H62 -3.65882 6.79618 -1.90335  0.48
H63 -4.79671 5.46966 -3.30118  0.34
H64 -5.18628 3.99193 -2.35828  0.25
H65 -4.07293 3.90547 -3.71990  0.24
H66 -2.95079 4.67447 1.04845  0.29
H67 -3.97656 3.85304 0.12770  0.29
C34 0.10215 6.90959 2.27604  -1.65
C35 -1.38186 7.22883 2.11361  1.13
C36 -1.79198 8.58762 2.72077  -0.79
O9 -1.89477 8.59027 4.14166  -0.40
C37 -0.65657 8.72914 4.81986  -0.63
N8 -2.17134 6.12590 2.67905  -0.63
H68 0.35328 6.58173 3.28652  0.31
H69 0.39233 6.09918 1.59871  0.37
H70 0.71943 7.77965 2.03540  0.35
H71 -1.58404 7.27861 1.03771  -0.14
H72 -2.79620 8.82953 2.35453  0.30
H73 -1.13568 9.39706 2.37857  0.48
H74 0.04008 9.37721 4.28028  0.29
H75 -0.21133 7.74730 4.99125  0.22
H76 -0.85518 9.17316 5.79779  0.27
H77 -3.15644 6.29574 2.48164  0.24
H78 -2.11402 6.20267 3.69602  0.32
C38 7.63794 4.05477 -0.40104  -1.51
C39 6.18621 3.58278 -0.38633  0.48
C40 5.57539 3.50291 1.02940  -0.77
O10 6.00108 2.37631 1.79336  -0.34
C41 7.26730 2.53216 2.41479  -0.72
N9 6.09750 2.29354 -1.08379  -0.64
H79 8.33714 3.27310 -0.09798  0.29
H80 7.92613 4.36313 -1.41128  0.37
H81 7.77808 4.91435 0.26057  0.35
H82 5.60330 4.31867 -0.95078  0.41
H83 4.49035 3.38894 0.92056  0.31
H84 5.73310 4.43238 1.58982  0.48
H85 7.44526 3.56176 2.73773  0.32
H86 8.05854 2.20052 1.74033  0.25
H87 7.29421 1.88435 3.29389  0.24
H88 5.11563 2.03081 -1.15666  0.23
H89 6.49033 1.58460 -0.46165  0.37

---

Formula: C41H89BI2NO10
Source: OMol25
Level of theory: wB97M-V/def2-TZVPD

Results
Kohn-Sham gap = 7.7993 eV
Total energy = -82801.697 eV
Total charge = -1
Strongest force on any atom = 1.200 eV/A

Last column: Mulliken charge in e.
Cartesian coordinates (Å):
C1 4.95022 2.34525 -1.45927  -0.31
C2 4.36249 3.21611 -2.05293  -0.58
C3 3.61032 4.27807 -2.71544  -0.22
C4 2.15176 4.34907 -2.24982  1.00
C5 1.37107 5.47269 -2.91885  -0.11
B1 -0.27218 5.31890 -2.94176  0.16
C6 -0.81446 5.00393 -4.48139  -0.63
C7 -0.17243 3.86064 -5.15632  -0.04
O1 0.95386 3.50637 -5.15396  -0.33
I1 -1.53797 2.67906 -6.48602  -0.25
C8 -0.95139 6.85817 -2.63389  -0.67
C9 -0.97669 7.22832 -1.22736  0.10
O2 -1.78434 7.00578 -0.39986  -0.47
I2 0.79578 8.39437 -0.52109  -0.20
C10 -0.92041 4.29780 -1.79610  -0.05
C11 -1.10810 2.87633 -2.19865  -0.28
O3 -1.93491 2.58692 -3.05205  -0.63
N1 -0.36816 1.82130 -1.63378  0.43
C12 0.41670 2.04786 -0.42576  -0.92
C13 0.33342 1.00269 -2.62060  -0.94
H1 5.42153 1.50113 -1.02151  0.50
H2 4.10606 5.24305 -2.58187  0.48
H3 3.60238 4.08181 -3.79218  0.00
H4 1.69999 3.39608 -2.52404  -0.88
H5 2.12060 4.43061 -1.16149  0.50
H6 1.67403 6.41504 -2.45665  0.33
H7 1.73923 5.53715 -3.94877  -0.81
H8 -0.60033 5.88665 -5.09606  0.30
H9 -1.89134 4.85291 -4.50239  0.57
H10 -2.00289 6.83942 -2.93401  0.31
H11 -0.40847 7.60212 -3.21403  0.44
H12 -0.38182 4.41730 -0.85771  0.49
H13 -1.93402 4.66547 -1.61202  0.09
H14 1.46512 2.29036 -0.60508  -0.07
H15 -0.05679 2.80823 0.18678  0.33
H16 0.40072 1.12636 0.16181  0.53
H17 0.94610 1.58086 -3.31414  0.17
H18 0.94692 0.27405 -2.09167  0.27
H19 -0.39493 0.44424 -3.20922  0.29
C14 4.05658 -0.87271 3.00265  -0.75
C15 3.81466 0.57518 2.61301  -0.26
O4 2.45076 0.85665 2.35360  -0.20
C16 1.55683 0.63175 3.42580  0.53
C17 1.84782 1.46028 4.66591  -1.35
H20 3.67758 -1.54228 2.22852  0.04
H21 5.12079 -1.06728 3.14124  0.47
H22 3.54541 -1.12483 3.93299  0.19
H23 4.33687 0.81518 1.68681  0.14
H24 4.20900 1.24972 3.38275  0.30
H25 1.51717 -0.43445 3.68376  -0.29
H26 0.57746 0.89908 3.02679  0.18
H27 2.80670 1.20116 5.11699  0.29
H28 1.07345 1.28798 5.41491  0.43
H29 1.86403 2.52237 4.41827  0.34
C18 -0.20467 -3.44909 4.43825  -0.90
C19 1.19036 -3.66945 3.88571  -0.73
O5 2.23689 -3.55860 4.83527  -0.35
C20 2.20154 -4.48902 5.90134  -0.42
C21 2.22798 -5.93939 5.45378  -0.81
H30 -0.27540 -2.47322 4.92238  0.30
H31 -0.92792 -3.48800 3.62219  0.35
H32 -0.49041 -4.20886 5.16830  0.31
H33 1.40899 -2.89912 3.14476  0.43
H34 1.24749 -4.63265 3.36652  0.36
H35 1.32244 -4.31224 6.53345  0.30
H36 3.07858 -4.26010 6.50759  0.36
H37 1.33757 -6.19500 4.87874  0.08
H38 2.25134 -6.59737 6.32377  0.38
H39 3.10535 -6.14370 4.83840  0.29
C22 1.88657 -2.25909 -4.21979  -0.78
C23 3.31686 -1.95854 -3.80582  -0.39
O6 3.48438 -1.75073 -2.41362  -0.40
C24 3.11373 -2.82314 -1.57201  0.02
C25 3.89027 -4.10701 -1.81613  -1.21
H40 1.21857 -1.46626 -3.88271  0.05
H41 1.81299 -2.33170 -5.30522  0.41
H42 1.52736 -3.20095 -3.80087  0.29
H43 3.64741 -1.02673 -4.26421  0.37
H44 3.99106 -2.74729 -4.16324  0.33
H45 2.03573 -3.01338 -1.63763  0.29
H46 3.30874 -2.46167 -0.56162  0.10
H47 3.69714 -4.52109 -2.80674  0.30
H48 3.60108 -4.85930 -1.08085  0.41
H49 4.96264 -3.92695 -1.72730  0.27
C26 -4.54949 -2.23694 0.82193  -0.96
C27 -4.72119 -3.58802 1.49197  -0.38
O7 -3.92847 -3.75056 2.65666  -0.30
C28 -4.22467 -2.87983 3.73499  -0.05
C29 -5.62694 -3.04610 4.29579  -1.26
H50 -3.49975 -2.06267 0.58455  0.28
H51 -5.12425 -2.20324 -0.10423  0.44
H52 -4.88530 -1.41156 1.45119  0.14
H53 -4.38800 -4.37579 0.81543  0.28
H54 -5.77695 -3.78606 1.71286  0.34
H55 -4.04529 -1.83539 3.45600  0.23
H56 -3.49074 -3.13253 4.50163  0.26
H57 -6.39363 -2.77312 3.57007  0.30
H58 -5.75453 -2.40308 5.16748  0.41
H59 -5.79776 -4.08100 4.59692  0.30
C30 -3.38964 -7.84252 4.56384  -1.10
C31 -2.02705 -8.16084 3.97338  -0.34
O8 -0.96931 -8.15275 4.91679  -0.36
C32 -1.07028 -9.07964 5.97982  -0.33
C33 -1.11839 -10.53259 5.53783  -1.10
H60 -3.36602 -6.88115 5.07820  0.30
H61 -4.13331 -7.79064 3.76843  0.40
H62 -3.71715 -8.60169 5.27623  0.31
H63 -1.75592 -7.39442 3.24748  0.33
H64 -2.05627 -9.11501 3.43419  0.28
H65 -1.93273 -8.84694 6.61593  0.32
H66 -0.17733 -8.90785 6.58169  0.33
H67 -2.01497 -10.75598 4.95837  0.27
H68 -1.11925 -11.18492 6.41192  0.40
H69 -0.24944 -10.77352 4.92427  0.30
C34 -4.99647 3.45893 0.22558  -0.99
C35 -5.48786 2.31221 1.09234  -0.43
O9 -4.45292 1.57483 1.71697  -0.34
C36 -3.61052 2.30267 2.59224  0.03
C37 -4.33320 2.93147 3.77171  -1.22
H70 -4.29649 3.09701 -0.52780  0.21
H71 -5.84107 3.92855 -0.27991  0.47
H72 -4.49151 4.22933 0.80948  0.25
H73 -6.01190 1.58225 0.47416  0.32
H74 -6.20807 2.67520 1.83645  0.35
H75 -3.04539 3.06200 2.04136  0.08
H76 -2.88679 1.57018 2.95106  0.29
H77 -5.04490 3.69582 3.45728  0.29
H78 -3.61017 3.40747 4.43498  0.42
H79 -4.87777 2.17257 4.33629  0.28
C38 1.41196 6.02884 -9.91870  -1.03
C39 2.82994 6.31362 -9.44887  -0.29
O10 2.96691 6.40825 -8.04686  -0.47
C40 2.60834 5.24164 -7.31580  0.22
C41 3.42941 4.01233 -7.65739  -1.20
H80 0.72467 6.78254 -9.53230  0.27
H81 1.37187 6.04444 -11.00918  0.39
H82 1.05783 5.05231 -9.58723  0.27
H83 3.15507 7.28402 -9.82793  0.36
H84 3.52016 5.56508 -9.85816  0.28
H85 1.54102 5.02806 -7.43194  0.15
H86 2.76043 5.50373 -6.26925  0.03
H87 3.28010 3.68805 -8.68893  0.37
H88 3.13152 3.19185 -7.00443  0.33
H89 4.49336 4.21044 -7.51438  0.32